[1]
Entry from the OMol25 dataset: C24H56MnN7O8 as an isolated structure at a distorted geometry (wB97M-V/def2-TZVPD).

```
96
Properties=species:S:1:pos:R:3:forces:R:3
H 4.218 -14.683 2.455 -0.27 -0.23 -0.23
H 4.702 -13.313 -0.888 -0.17 0.00 0.15
H 1.025 -13.612 4.618 -0.30 0.56 -0.02
H -2.432 -18.799 4.121 0.17 -0.35 0.21
O -3.559 -14.001 7.168 -0.01 -0.05 0.13
N -2.697 -14.883 -0.676 -0.19 0.49 -0.26
H 3.562 -16.660 -0.522 0.05 -0.48 0.22
H -2.329 -14.732 1.342 0.15 0.21 0.17
C 4.632 -14.258 1.546 -0.10 0.24 -0.24
H 4.088 -9.585 2.528 -0.06 -0.11 0.17
H 5.458 -14.240 4.647 0.25 -0.02 0.10
C -1.537 -19.929 6.231 -0.70 0.42 0.84
H 4.202 -13.271 1.392 0.26 0.16 0.26
H 3.006 -12.352 5.169 0.18 -0.09 -0.22
H -2.280 -16.487 -1.941 -0.27 -0.32 0.27
H -5.265 -14.354 6.138 -0.09 0.11 -0.10
H -1.884 -16.699 -0.161 0.27 -0.41 -0.30
C -0.513 -15.670 3.913 0.40 0.13 1.01
H -4.104 -18.643 4.590 -0.11 -0.71 0.35
H -0.578 -16.754 4.045 0.06 -0.10 -0.85
H -4.234 -13.104 3.025 0.24 -0.02 0.16
C -4.820 -13.060 3.948 -0.25 -0.19 -0.65
H 5.603 -14.159 7.405 0.38 -0.15 -0.46
C 3.893 -16.249 0.438 0.12 0.47 -1.20
N 4.854 -12.751 5.998 0.32 -0.21 -0.43
H 2.711 -10.183 1.598 0.15 0.10 -0.48
H 6.659 -12.698 7.069 0.14 -0.42 -0.37
C -4.282 -13.863 6.201 0.23 -0.14 0.08
H -1.071 -19.967 5.230 0.32 -0.06 0.12
C -1.892 -16.038 -1.028 -0.18 0.98 -0.19
H 0.254 -12.959 3.117 -0.47 -0.46 0.03
H 3.707 -11.328 2.441 0.21 0.10 0.18
H 5.274 -12.636 8.066 -0.42 0.28 -0.32
H 0.648 -14.283 7.146 -0.21 -0.05 0.11
H 1.964 -15.204 7.862 -0.30 0.01 0.49
N 4.637 -10.552 0.760 0.85 -0.22 -1.36
C 0.773 -15.170 3.276 -0.84 0.12 -1.72
H -3.394 -19.904 8.086 0.11 -0.54 -0.35
H -2.866 -13.211 0.618 -0.15 -0.04 -0.32
Mn 2.980 -17.487 3.213 -1.22 2.74 -0.22
H -0.959 -16.826 6.308 -0.28 -0.07 -0.05
H -1.741 -15.398 7.063 0.44 0.31 0.10
O 6.242 -11.576 2.005 0.00 -0.29 -0.13
H 4.121 -14.793 -1.720 0.15 0.23 -0.24
H 3.615 -9.852 -0.938 -0.05 0.11 0.03
C 5.649 -13.096 7.151 -0.15 0.33 1.17
H 1.339 -15.723 6.367 -0.24 0.02 -0.35
C -1.167 -16.307 7.244 -0.08 -1.12 0.78
H -1.212 -13.810 0.307 0.00 0.08 0.08
O -1.033 -20.299 7.266 0.33 -0.38 -0.29
N -2.778 -19.378 6.147 0.09 0.02 -0.98
C 0.964 -13.674 3.525 1.24 -0.16 1.43
C -3.875 -14.582 -1.281 0.11 -0.19 -0.02
H -4.017 -18.420 7.600 -0.12 0.21 -0.57
C 5.860 -11.113 0.947 -0.19 0.07 0.72
H -2.968 -17.528 5.187 0.17 0.00 0.10
C 1.023 -15.293 7.320 1.14 -0.05 -0.13
C 4.748 -14.396 -0.924 -0.48 -1.07 -0.09
H 6.327 -12.690 4.457 0.00 0.08 0.13
C -3.081 -18.601 4.974 -0.36 1.28 -0.39
C 3.528 -12.519 6.124 -0.23 0.40 0.33
C 4.524 -9.631 -0.375 -1.20 0.34 0.47
H 0.631 -15.224 2.177 0.22 -0.52 0.02
H -4.080 -15.237 -2.145 -0.07 -0.01 0.00
H 4.434 -8.631 0.056 0.01 0.16 -0.35
C -3.772 -19.407 7.195 0.27 0.17 0.59
C -2.669 -12.500 4.966 0.11 -0.18 1.24
H 1.947 -13.315 3.199 0.03 -0.34 -0.29
H 5.342 -9.630 -1.088 0.33 -0.35 0.36
H -2.755 -11.412 4.973 -0.07 0.01 -0.42
C 3.741 -10.396 1.882 -0.04 0.07 0.39
O 1.363 -16.686 9.768 0.24 -0.04 0.17
H -4.652 -19.896 6.780 -0.20 0.03 0.36
H 4.649 -12.876 3.938 0.08 0.26 0.00
H -2.129 -12.884 4.101 -0.10 0.17 -0.18
O 2.931 -12.429 7.171 -0.14 -0.12 0.22
H -1.808 -16.935 7.868 -0.11 -0.13 -0.24
H 5.774 -14.733 -1.064 0.07 0.24 -0.17
H 6.484 -11.122 0.041 0.00 0.08 -0.04
H -2.100 -12.745 5.864 0.08 -0.06 -0.08
H -0.510 -15.380 4.970 -0.28 0.57 -0.36
O 1.882 -15.921 3.683 1.56 -1.76 -0.18
N -3.961 -13.144 5.106 0.07 0.23 -0.89
H -5.388 -12.131 3.871 -0.07 -0.01 0.31
H 5.712 -14.193 1.677 0.02 0.14 -0.21
H -5.492 -13.916 3.867 -0.16 0.11 0.34
N 4.269 -15.000 0.326 0.62 0.28 1.69
C 0.344 -16.800 9.129 -0.21 -0.13 -0.28
H -1.367 -15.260 3.376 -0.18 -0.13 0.23
C 5.373 -13.145 4.706 -0.39 -0.35 -0.10
C -2.257 -14.093 0.453 0.25 -0.69 0.28
H -0.892 -15.691 -1.306 0.18 -0.20 0.35
O -4.621 -13.699 -0.928 -0.09 0.12 -0.04
N 0.084 -16.170 7.961 -0.36 1.04 -0.49
O 3.926 -16.919 1.496 -0.53 -0.59 0.69
H -0.483 -17.479 9.397 0.01 0.03 0.24
```
Positions in Å, forces in eV/Å.

As for the total energy: -3083.98563 Eh. As for the spin multiplicity: 6. As for the highest occupied orbital energy (alpha / beta): -10.5 / -10.5 eV. Its charge is +1. Its expectation value of S² is 8.756. The value obtained for the gap between HOMO and LUMO (alpha / beta) is 0.195 / 0.187 hartree. For the LUMO energy (alpha / beta), the calculation gives -5.1917 / -5.4149 eV.

[2]
Entry from the OMol25 dataset: C24H56N6O8Pt as an isolated structure at a distorted geometry (wB97M-V/def2-TZVPD).

```
95
Properties=species:S:1:pos:R:3:forces:R:3
C -7.226 4.653 -0.846 -2.08 -1.93 -0.34
N -1.771 -1.047 6.295 0.81 3.21 3.28
H -7.662 5.443 -0.235 0.56 0.75 -0.61
H 7.346 -4.691 -1.805 -0.15 -0.16 -0.16
C 1.106 5.419 0.816 -1.18 -0.23 -0.90
H -4.400 3.541 0.326 0.31 0.13 0.60
N 8.332 -6.414 -2.348 2.09 -0.31 -0.63
H 2.234 -1.336 -1.649 -0.05 -0.56 -0.15
C 0.215 0.172 -0.650 -1.49 1.16 -0.45
H -0.961 0.618 5.410 0.02 0.28 -0.15
H 7.770 4.131 -5.035 -0.48 -0.28 0.29
C -7.228 -1.755 2.341 2.32 -0.05 -0.07
H -0.578 0.419 0.056 -0.27 -0.51 -0.01
C -2.045 -2.182 5.765 1.49 -3.72 -0.75
N -7.062 -1.046 1.058 0.81 0.13 -0.71
H -0.178 -0.424 -1.474 -0.02 -0.27 0.24
H -5.643 4.519 -2.694 0.49 -0.05 -0.59
C 1.339 -0.478 0.070 2.98 1.06 0.72
H 2.961 0.115 -1.419 0.00 0.62 0.84
H 0.780 4.876 -0.072 -0.67 -0.13 -0.20
C 5.937 6.738 -3.534 0.58 -1.10 0.19
C -1.952 0.208 5.604 0.58 0.04 0.33
H 3.415 -1.306 -0.401 -0.12 0.37 0.47
H -7.750 3.776 -0.464 -0.49 -0.25 0.38
C -5.935 -0.992 0.285 3.40 -1.21 2.92
C -5.296 4.091 0.616 1.25 0.38 -1.90
H 1.753 0.136 0.870 -0.37 0.99 0.19
H -8.903 -1.194 0.563 -1.16 0.65 -0.26
Pt -1.787 -3.652 1.084 0.02 -0.04 -0.15
H 6.457 -6.346 -3.345 0.07 -0.27 0.02
C -1.207 -0.941 7.696 -0.07 0.21 -0.99
H -6.666 -1.187 3.082 -0.34 0.20 0.35
C -5.091 4.130 -1.825 -1.42 -0.34 0.30
H 4.928 6.509 -3.191 -0.08 -0.05 -0.26
H -1.362 7.644 2.050 0.61 -0.73 0.64
O -1.662 5.290 3.173 3.92 -0.04 -1.41
C 9.563 -7.325 -2.287 -1.49 0.21 1.35
H -5.009 5.088 0.950 0.01 -0.20 0.55
N 6.663 5.411 -3.794 -0.99 0.80 -0.99
H -8.078 -0.069 -0.486 0.11 0.30 0.24
N -5.885 4.317 -0.750 1.80 -0.08 2.84
C -8.200 -0.361 0.557 -1.27 -1.15 -0.07
H -2.365 -6.410 -2.915 -0.02 0.37 -0.40
C 2.598 -0.723 -0.824 -1.31 -1.47 -1.44
H -1.780 -2.981 6.475 -0.55 -0.46 0.21
H 0.004 4.163 2.847 0.48 0.42 0.06
H 0.405 1.158 -1.074 0.83 -0.04 -0.04
H -0.101 7.729 0.797 -0.08 0.31 0.08
H 5.912 7.461 -4.350 0.09 -0.85 -0.51
C 6.833 4.484 -2.696 0.12 0.69 0.94
O 0.823 -1.554 0.715 -0.27 -1.44 -0.34
C -0.821 7.077 1.292 0.87 -0.20 -1.58
O -4.047 3.534 -1.813 0.99 0.15 -0.46
O -4.829 -1.502 0.625 -3.02 0.97 -1.10
H 7.816 -6.239 -4.483 0.35 0.63 0.20
H -1.858 -0.430 8.406 -0.50 -0.18 -0.22
H -0.888 -1.893 8.119 -0.42 -0.17 -0.36
H -6.654 -2.681 2.319 -0.11 -0.16 -0.33
H 6.387 7.324 -2.733 0.48 -0.46 0.26
H -7.479 4.512 -1.897 -0.48 1.28 -0.16
H 1.603 6.262 0.337 0.63 0.05 0.89
H -2.458 0.067 4.650 -0.18 -0.01 0.32
H -2.454 0.855 6.324 -0.29 0.37 -0.50
H -0.305 -0.329 7.703 0.11 0.07 -0.49
C -0.507 5.114 2.632 -4.50 -0.65 0.90
H -8.222 -1.994 2.720 -0.20 0.52 -0.78
H -1.558 -8.706 -2.825 0.14 -0.03 0.16
C -2.122 -8.244 -2.015 0.38 -0.48 0.88
C -1.818 -6.723 -2.025 -1.93 0.45 -0.19
H 0.149 -6.835 -3.021 -0.30 -0.55 0.06
N -0.031 5.862 1.627 -0.53 0.71 1.13
H -8.541 0.441 1.212 -0.03 0.17 -0.16
H 10.257 -7.290 -3.126 -0.52 0.27 -0.28
O -2.253 -2.450 4.603 -1.01 0.35 -0.70
H -0.157 -5.299 -2.398 -0.63 0.23 0.22
H 6.569 3.435 -2.832 0.01 0.10 -0.71
C 7.487 -6.652 -3.530 0.61 -0.43 0.54
C -0.354 -6.350 -2.185 0.52 0.18 0.64
O -2.547 -6.105 -0.961 1.36 -0.78 -0.78
C 7.223 5.085 -5.003 0.74 2.24 -0.19
H 9.156 -8.322 -2.117 0.08 -0.25 -0.63
H 1.674 4.633 1.313 0.47 0.78 0.44
O 8.779 -5.127 -0.454 -0.56 -0.64 -1.88
O 7.335 5.866 -5.945 -0.59 -0.82 0.60
C 8.165 -5.363 -1.504 0.60 0.27 1.52
H -5.768 3.504 1.403 -0.90 0.15 -0.59
H -1.574 6.858 0.535 -0.07 -0.33 -0.07
H 6.201 4.812 -1.871 0.08 0.10 0.05
H 0.192 -6.558 -1.265 0.10 -0.21 0.01
H 10.149 -7.203 -1.376 -0.23 0.82 -0.01
H -3.144 -8.614 -2.091 -0.34 0.96 -0.46
H 7.871 4.564 -2.372 0.03 -0.35 0.35
H -1.862 -8.688 -1.054 0.73 0.02 0.00
H 7.620 -7.723 -3.685 -0.85 -0.15 -0.04
H -5.970 -0.306 -0.576 -0.46 -0.33 -0.05
```
Positions in Å, forces in eV/Å.

As for the total energy: -1997.34741 Eh. As for the spin multiplicity: 3. As for the highest occupied orbital energy (alpha / beta): -6.5 / -6.4 eV. Its expectation value of S² is 2.104. The value obtained for the gap between HOMO and LUMO (alpha / beta) is 0.245 / 0.197 hartree. For the LUMO energy (alpha / beta), the calculation gives 0.1998 / -1.0575 eV.

Q: Which relative energy (zero: lowest compared OMol25 entry of this formula, charge and spin) values were calculated for the entries above? A: 256.4, 757.2, in kJ/mol.